Computed, not measured: an isolated molecule of C3H6N2O, with the ωB97M-V functional and the def2-TZVPD basis.

Cartesian coordinates (Å):
1 C 0.7991 0.9446 -0.9921
2 N -0.4836 -1.1460 1.8643
3 H 0.2117 -0.5858 -2.3839
4 H -0.7508 -2.0932 1.6591
5 C -0.1139 -0.0569 -1.4856
6 H 1.8516 0.6848 -0.9658
7 H -0.7683 -0.7313 2.7352
8 O -0.0747 0.9293 1.0494
9 C -0.1402 -0.3078 0.8462
10 H -1.1512 0.2809 -1.5857
11 N 0.1722 -0.9033 -0.3237
12 H 0.5323 1.9664 -0.7610

Calculated values
Relative energy (zero: lowest compared OMol25 entry of this formula, charge and spin), kcal/mol: 76.6
F_max, eV/A: 0.279
E_tot, eV: -8233.3767
LUMO level (spin up / spin down), eV: -0.19 / -0.19
Highest occupied orbital energy (spin up / spin down), eV: -8.518 / -8.519

Partial atomic charges computed with the Löwdin method, in multiples of e: 0.133 0.155 0.120 0.095 -0.274 0.100 0.100 -0.014 -0.677 0.123 0.054 0.085

Computed, not measured: a cluster of 2 separate species, C4H10O3 in total, with the ωB97M-V functional and the def2-TZVPD basis.

Cartesian coordinates (Å):
1 H 2.3821 0.7095 -0.6025
2 H -0.9767 1.3138 -2.5272
3 C -1.1075 -0.9592 0.2609
4 C 2.5123 -0.3361 -0.2944
5 O -2.1463 -0.5255 -0.5621
6 O 1.4247 -0.7856 0.4810
7 H 0.2126 0.5544 -0.6116
8 H -0.3432 -0.4137 2.2818
9 H -0.9742 1.9143 1.3364
10 C 0.1994 -0.1956 0.1771
11 H -1.3499 0.7409 -2.2298
12 O -1.5263 1.1332 1.4621
13 H -2.5413 0.2357 -0.1023
14 C -0.7112 0.0028 1.3470
15 H 3.4087 -0.3986 0.3277
16 H -1.1096 -2.0314 0.4423
17 H 2.6465 -0.9590 -1.1863

Calculated values
SMILES: CO[C@H]1[C@H](O)[C@@H]1O.[H][H]
Relative energy (zero: lowest compared OMol25 entry of this formula, charge and spin), kcal/mol: 85.6
F_max, eV/A: 0.316
E_tot, eV: -10449.5319
LUMO level, eV: 0.75
Highest occupied orbital energy, eV: -8.914

Partial atomic charges computed with the Löwdin method, in multiples of e: 0.087 0.052 -0.235 -0.095 -0.049 -0.124 0.118 0.157 0.111 -0.239 0.037 -0.002 0.092 -0.245 0.089 0.155 0.090

Computed, not measured: a structure of composition C3KLi2O3 in a non-equilibrium geometry, with the ωB97M-V functional and the def2-TZVPD basis.

Cartesian coordinates (Å):
1 O 1.1871 1.7234 0.0324
2 C 0.1168 -0.6355 -0.6651
3 Li -3.7850 -0.0948 0.4662
4 O 2.4720 -0.1414 0.1328
5 K 2.1721 -2.6898 0.0202
6 O -1.9460 -0.0730 0.4371
7 C -1.0222 -0.6852 -0.1469
8 C 1.5403 0.5796 -0.1581
9 Li -0.7352 2.0165 -0.1185

Calculated values
Multiplicity: 2
<S²>: 0.750
Relative energy (zero: lowest compared OMol25 entry of this formula, charge and spin), kcal/mol: 0.0
F_max, eV/A: 4.051
E_tot, eV: -25986.2506
LUMO level (spin up / spin down), eV: -0.82 / -0.83
Highest occupied orbital energy (spin up / spin down), eV: -3.426 / -7.416

Partial atomic charges computed with the Löwdin method, in multiples of e: -0.055 -0.130 0.353 -0.125 0.857 -0.355 -0.497 -0.634 0.584

Computed, not measured: an isolated molecule of C15H22N4O5S in a non-equilibrium geometry, with the ωB97M-V functional and the def2-TZVPD basis.

Cartesian coordinates (Å):
1 H 3.5268 -0.2657 1.7011
2 C -2.1306 1.3591 -4.7181
3 H -0.0678 -0.4984 4.8577
4 H 3.9973 -1.9109 2.2190
5 C -1.3663 -0.0510 -3.1102
6 H 2.6027 1.8054 4.1707
7 C -0.0320 -0.9410 3.8746
8 C -0.6582 -0.4577 -1.8846
9 H 0.1268 1.3235 2.3530
10 H -2.8764 5.1363 -4.7128
11 H -3.9246 3.9223 -3.9445
12 H -2.1700 4.0566 -3.5533
13 H 2.1478 -2.1206 3.6329
14 C 1.7907 -3.1140 0.9902
15 C 3.1627 -1.2625 2.0294
16 N 0.6144 -1.9004 -0.5398
17 H 0.9442 -3.9381 -0.8218
18 N -0.1564 -1.6450 -1.6697
19 O -1.3346 3.4180 -6.3770
20 O 1.7846 0.1211 -0.2423
21 H -1.1839 -0.8542 2.0380
22 O -1.6086 1.2611 -3.4454
23 C -1.8219 -0.7968 -4.1812
24 N 2.3696 -1.8452 0.9334
25 H -1.5739 0.3933 3.2778
26 C 1.1098 1.0534 2.7046
27 H -0.5798 0.2635 -1.0990
28 H -0.2118 -3.6060 0.5327
29 H -2.7237 -0.1614 -6.1447
30 N 1.0915 -0.4104 3.0966
31 S -2.4915 2.9063 -5.6213
32 H 1.7533 1.1856 1.8688
33 H 0.0728 -2.0184 3.9367
34 H -1.7194 -1.8829 -4.2438
35 C 0.6800 -3.2613 -0.0093
36 H 1.4538 3.0033 3.6630
37 C -2.9147 4.1348 -4.3291
38 H -2.1063 -1.3163 3.4646
39 C 1.5990 -1.0954 0.0698
40 C -2.3196 0.1050 -5.2060
41 C 2.3773 -1.1247 3.2962
42 C 1.5590 1.9302 3.9026
43 H 1.0221 1.6714 4.8249
44 H 3.0376 -0.6075 3.9879
45 C -1.3155 -0.6745 3.1059
46 O 2.1347 -3.9906 1.7821
47 O -3.6712 2.7006 -6.4601

Calculated values
SMILES: CCN(CC)CCN1C(=O)CN(/N=C/c2ccc(S(C)(=O)=O)o2)C1=O
Relative energy (zero: lowest compared OMol25 entry of this formula, charge and spin), kcal/mol: 77.6
F_max, eV/A: 5.145
E_tot, eV: -42942.0495
LUMO level, eV: -0.42
Highest occupied orbital energy, eV: -8.362

Partial atomic charges computed with the Löwdin method, in multiples of e: 0.137 -0.287 0.101 0.124 -0.199 0.055 -0.246 -0.023 0.094 0.062 0.078 0.056 0.106 -0.375 -0.097 -0.062 0.139 0.120 -0.330 0.028 0.067 0.028 0.017 0.077 0.078 -0.190 0.115 0.142 0.111 -0.166 0.716 0.072 0.109 0.121 -0.018 0.075 -0.118 0.065 -0.381 -0.007 -0.166 -0.076 0.068 0.116 -0.091 0.084 -0.329